{
  "formula": "C5H10N2",
  "method": "ωB97M-V/def2-TZVPD",
  "species": ["C", "C", "C", "N", "C", "C", "N", "H", "H", "H", "H", "H", "H", "H", "H", "H", "H"],
  "positions_angstrom": [[-2.4931, 0.6067, -0.1416], [1.8556, -1.5338, 0.2869], [0.6205, -0.6991, 0.1685], [1.3523, 1.6058, -0.3204], [-0.6515, -0.9479, -0.2510], [0.4597, 0.7539, 0.2811], [-1.1310, 0.2828, -0.5375], [1.1882, 2.5987, -0.2647], [2.0581, 1.2584, -0.9508], [-1.2249, -1.8762, -0.2571], [0.0112, 1.1578, 1.1847], [-2.5893, 0.7952, 0.9368], [-3.1760, -0.2175, -0.3896], [-2.8321, 1.4990, -0.6726], [2.4974, -1.4446, -0.5992], [2.4641, -1.2495, 1.1497], [1.5908, -2.5897, 0.3770]],
  "orbital_gap_ev": 8.20,
  "de_lowest_kcal_mol": 53.8
}